Molecular formula: C35H30BrN6Se2Sn
Method: DFT, ωB97M-V with the def2-TZVPD basis set

## Properties
**Charge**: +1
**E_tot**: -252285.32028 eV
**HOMO-LUMO gap**: 7.3 eV

XYZ file:
```
75
Properties=species:S:1:pos:R:3:forces:R:3
Sn -0.0073 0.0239 -0.1415 0.1 0.0 0.1
Se -3.0270 3.8671 1.2824 -0.2 -0.1 -0.1
Se -0.7750 3.5672 1.2135 0.2 0.0 0.0
C -0.4397 2.4946 2.7804 0.0 0.1 0.0
C 0.7732 2.7254 3.4255 0.0 -0.1 0.1
C 1.0753 1.9485 4.5317 0.0 0.0 0.0
C 0.1606 0.9908 4.9463 0.0 0.0 0.0
C -1.0227 0.8610 4.2357 0.0 0.0 0.0
N -1.3217 1.5915 3.1615 0.0 0.0 0.0
C -3.6845 2.4246 0.1710 0.0 0.0 0.1
C -5.0138 2.5462 -0.2298 0.0 0.0 0.0
C -5.5713 1.5192 -0.9656 0.0 0.0 0.0
C -4.7914 0.4128 -1.2750 0.0 0.0 0.0
C -3.4821 0.4011 -0.8339 0.0 0.0 0.0
N -2.9228 1.3877 -0.1272 -0.1 0.1 -0.1
H 1.4356 3.5132 3.0915 0.0 0.0 0.0
H 1.9966 2.1104 5.0776 0.0 0.0 0.0
H 0.3461 0.3738 5.8145 0.0 0.0 0.0
H -1.7671 0.1351 4.5414 0.0 0.0 0.0
H -5.5889 3.4246 0.0319 0.0 0.0 0.0
H -6.6013 1.5797 -1.2920 0.0 0.0 0.0
H -5.1899 -0.4186 -1.8390 0.0 0.0 0.0
H -2.8479 -0.4575 -1.0341 0.0 0.0 0.0
C -0.5843 -1.3057 -4.4403 0.0 0.0 0.0
C 0.6638 -1.8230 -4.7500 0.0 0.0 0.0
C 1.6546 -1.8439 -3.7835 0.0 0.0 0.0
C 1.4054 -1.3453 -2.5039 0.1 -0.1 -0.1
C 0.1543 -0.7951 -2.1825 0.0 0.0 0.0
C -0.8254 -0.7975 -3.1692 0.0 0.1 0.0
C 2.4477 -1.4086 -1.4513 0.0 0.0 -0.1
C 3.7023 -2.0465 -1.6487 0.0 0.0 0.0
C 4.6037 -2.0921 -0.6352 0.0 0.0 0.1
C 4.2983 -1.5111 0.6218 0.0 0.0 -0.1
C 5.1943 -1.5161 1.7135 0.0 0.0 -0.1
C 4.8422 -0.9413 2.9010 0.0 0.0 0.0
C 3.5723 -0.3434 3.0429 0.0 0.0 0.0
C 2.6817 -0.3249 2.0048 0.0 -0.1 -0.1
C 3.0340 -0.9113 0.7648 -0.1 0.1 0.0
N 2.1469 -0.8744 -0.2817 -0.1 0.0 0.1
H -1.3665 -1.2920 -5.1885 0.0 0.0 0.0
H 0.8664 -2.2091 -5.7398 0.0 0.0 0.0
H 2.6206 -2.2488 -4.0525 0.0 0.0 0.0
H -1.8054 -0.3816 -2.9636 0.0 0.0 0.0
H 3.9348 -2.4993 -2.5992 0.0 0.0 0.0
H 5.5639 -2.5741 -0.7736 0.0 0.0 0.0
H 6.1639 -1.9820 1.5879 0.0 0.0 0.0
H 5.5309 -0.9462 3.7346 0.0 0.0 0.0
H 3.2893 0.1005 3.9881 0.0 0.0 0.0
H 1.7028 0.1219 2.1337 0.0 0.0 0.0
Br -2.4816 -1.7554 1.9216 0.0 0.1 0.0
C -1.3533 -3.1210 1.2544 0.0 -0.2 0.0
C -1.5705 -4.4168 1.7074 0.0 0.0 0.0
C -0.7708 -5.4202 1.1979 0.1 0.0 0.0
C 0.1999 -5.0953 0.2581 0.0 0.0 0.0
C 0.3288 -3.7744 -0.1183 0.1 0.1 0.0
N -0.4276 -2.7861 0.3750 -0.1 0.1 0.1
H -2.3475 -4.6172 2.4296 0.0 0.0 0.0
H -0.9094 -6.4423 1.5241 0.0 0.0 0.0
H 0.8402 -5.8479 -0.1786 0.0 0.0 0.0
H 1.0623 -3.4810 -0.8584 0.0 0.0 0.0
C 4.0670 4.1453 -0.3226 0.0 0.0 0.0
C 2.8145 3.5030 -0.8093 0.0 0.0 0.0
C 1.8222 3.9532 -1.6497 0.0 -0.1 0.0
C 0.8890 2.9041 -1.7407 0.0 0.1 0.0
N 1.2955 1.8707 -1.0135 0.0 0.0 0.0
N 2.4579 2.2563 -0.4414 0.0 0.0 0.0
C -0.4246 2.8962 -2.4440 0.1 0.0 0.0
H 4.1964 5.1097 -0.8074 0.0 0.0 0.0
H 4.9410 3.5321 -0.5451 0.0 0.0 0.0
H 4.0317 4.3088 0.7554 0.0 0.0 0.0
H 1.7700 4.9131 -2.1336 0.0 0.0 0.0
H 2.9706 1.6147 0.1417 0.0 0.0 0.0
H -0.3937 3.5529 -3.3118 0.0 0.0 0.0
H -1.2129 3.2470 -1.7738 0.0 0.0 0.0
H -0.6832 1.8945 -2.7798 0.0 -0.1 0.0
```
Forces are in eV/Å.

Atomic partial charges in e from the Löwdin method, atoms 1 to 5: 1.2077, 0.6857, 0.6265, -0.6813, -0.1224